(1)
Below is a structure of composition C23H23N5SSeSiW, with properties calculated with wB97M-V/def2-TZVPD.

Computed properties:
Frontier orbital gap (spin up / spin down) = 6.3783 / 7.0740 eV
Total energy = -117561.0236 eV
Multiplicity = 3
<S²> = 2.026
Relative energy (zero: lowest compared OMol25 entry of this formula, charge and spin) = 0.25 kcal/mol
E_HOMO (spin up / spin down) = -0.282 / -0.326 Eh

Cartesian coordinates (Å):
W: -0.2985 -0.2629 0.4089
C: 1.6413 0.8223 -4.8744
C: 0.6272 -0.0944 -5.1257
C: -0.1857 -0.5436 -4.1009
C: 0.0192 -0.0676 -2.8088
C: 1.0304 0.8485 -2.5512
C: 1.8387 1.2944 -3.5864
N: -0.7596 -0.5550 -1.7087
N: -1.7611 -1.2507 -2.0244
C: -2.4549 -1.7396 -0.9293
C: -3.5648 -2.5473 -1.1829
C: -4.2748 -3.0652 -0.1223
C: -3.8767 -2.7668 1.1824
C: -2.7784 -1.9614 1.4272
C: -2.0199 -1.4253 0.3754
H: 2.2729 1.1680 -5.6820
H: 0.4716 -0.4673 -6.1296
H: -0.9651 -1.2683 -4.2822
H: 1.1848 1.2312 -1.5527
H: 2.6174 2.0170 -3.3811
H: -3.8397 -2.7501 -2.2097
H: -5.1365 -3.6948 -0.2981
H: -4.4361 -3.1683 2.0179
H: -2.5189 -1.7544 2.4579
Se: -0.5009 -0.0540 2.9454
C: 0.5036 1.4510 3.2937
N: 1.1291 2.3937 3.5142
C: 3.0329 -1.7475 2.4265
Si: 2.8006 -0.9578 0.7577
C: 4.1692 -1.4965 -0.3877
C: 2.7785 0.9141 0.8298
N: 1.2143 -1.4411 0.0939
C: 1.0869 -2.6511 -0.6604
C: 0.4052 -3.7320 -0.1074
C: 0.2319 -4.8980 -0.8378
C: 0.7388 -4.9958 -2.1255
C: 1.4274 -3.9234 -2.6755
C: 1.6073 -2.7568 -1.9486
H: 3.9891 -1.4476 2.8614
H: 3.0254 -2.8367 2.3457
H: 2.2397 -1.4495 3.1136
H: 5.1244 -1.1908 0.0478
H: 4.0869 -1.0278 -1.3701
H: 4.1937 -2.5787 -0.5234
H: 3.4515 1.2631 1.6159
H: 1.8203 1.3918 1.0519
H: 3.1321 1.3204 -0.1212
H: 0.0073 -3.6410 0.8960
H: -0.3042 -5.7293 -0.3986
H: 0.5996 -5.9038 -2.6974
H: 1.8251 -3.9910 -3.6802
H: 2.1307 -1.9157 -2.3837
S: -0.6716 4.3468 -0.6826
C: -0.6710 2.8286 -0.2501
N: -0.6720 1.6828 0.0687

Forces on atoms 1 to 2 (eV/Å):
-0.081 0.023 -0.113
0.016 0.015 0.007

(2)
Below is a structure of composition C12H11F2NTi at a distorted geometry, with properties calculated with wB97M-V/def2-TZVPD.

Computed properties:
Frontier orbital gap (spin up / spin down) = 5.6990 / 5.7006 eV
Total energy = -42641.5798 eV
Charge = +2
Relative energy (zero: lowest compared OMol25 entry of this formula, charge and spin) = 0.00 kcal/mol
E_HOMO (spin up / spin down) = -0.601 / -0.601 Eh

Cartesian coordinates (Å):
Ti: -0.5208 0.3724 -1.6566
C: 0.4213 0.1383 -3.5220
H: 1.5081 0.0413 -3.3709
H: 0.0355 -0.7925 -3.9748
H: 0.1927 0.9890 -4.1850
H: -1.9377 1.2665 -2.3366
H: -2.2828 0.4830 -2.0685
F: 0.1038 -4.8624 -0.0900
C: 0.0741 -3.5191 0.2286
C: -0.1342 -2.5992 -0.7964
C: -0.1340 -1.2507 -0.4490
C: 0.1234 -0.7879 0.8678
C: 0.2858 -1.8063 1.8520
F: 0.4696 -1.4703 3.1815
C: 0.2689 -3.1585 1.5625
C: 0.1871 0.6407 1.1104
C: 0.3324 1.2818 2.3408
C: 0.2718 2.6657 2.4300
C: 0.0655 3.4107 1.2739
C: -0.0526 2.7653 0.0545
N: 0.0196 1.4062 -0.0160
H: -0.2783 -2.8997 -1.8321
H: 0.4156 -3.9048 2.3396
H: 0.4470 0.6769 3.2301
H: 0.3687 3.1493 3.4054
H: -0.0189 4.4972 1.3176
H: -0.2315 3.2670 -0.8970

Forces on atoms 1 to 2 (eV/Å):
3.642 -2.354 0.583
-0.281 0.234 1.120

(3)
Below is an isolated molecule of C13H28NO5P, with properties calculated with wB97M-V/def2-TZVPD.

Computed properties:
Frontier orbital gap = 10.0260 eV
Total energy = -34951.2403 eV
E_HOMO = -0.345 Eh

Cartesian coordinates (Å):
H: -1.8032 -0.3207 2.9321
N: -1.0764 -0.2979 2.2174
C: -0.0914 0.3978 2.5815
C: 1.1274 0.6372 1.7214
P: 0.7495 0.8341 -0.0733
O: 0.8946 2.5664 0.2426
C: 2.0746 0.9557 -1.3335
C: 3.5000 1.0904 -0.7566
C: 3.9929 2.5269 -0.6362
C: -0.9711 1.0083 -0.6570
C: -1.8547 2.0653 0.0137
C: -3.3221 1.6810 0.0227
O: -3.5277 0.5161 0.8295
C: -4.2212 -0.5753 0.4118
C: -3.9472 -1.0918 -0.9829
O: -4.9315 -1.1394 1.1806
O: 0.5771 -0.8710 -0.3311
C: 1.6596 -1.7666 -0.3682
C: 1.2207 -3.2211 -0.1052
C: -0.1589 -3.3506 0.5090
O: 1.3122 -3.9272 -1.3502
H: -0.0492 0.8957 3.5582
H: 1.8234 -0.1907 1.8708
H: 1.6171 1.5434 2.0688
H: 0.6755 3.0997 -0.5309
H: 2.0038 0.0888 -1.9887
H: 1.8523 1.8445 -1.9328
H: 4.1763 0.5240 -1.4023
H: 3.5599 0.6131 0.2274
H: 3.8712 3.0586 -1.5848
H: 3.4408 3.0775 0.1258
H: 5.0535 2.5455 -0.3772
H: -1.4190 0.0202 -0.5935
H: -0.8637 1.2494 -1.7237
H: -1.7926 3.0122 -0.5325
H: -1.5283 2.2827 1.0305
H: -3.9207 2.4758 0.4724
H: -3.6866 1.5295 -0.9955
H: -4.8262 -1.6183 -1.3477
H: -3.1285 -1.8105 -0.8867
H: -3.6404 -0.3376 -1.7013
H: 2.1301 -1.7708 -1.3598
H: 2.4384 -1.4858 0.3526
H: 1.9547 -3.6666 0.5788
H: -0.4650 -4.4017 0.4879
H: -0.8860 -2.7371 -0.0221
H: -0.1634 -3.0216 1.5466
H: 0.5696 -4.5374 -1.4081

Forces on atoms 1 to 2 (eV/Å):
0.032 -0.010 -0.035
-0.059 -0.137 -0.035

(4)
Below is an isolated molecule of C4H6S2 at a distorted geometry, with properties calculated with wB97M-V/def2-TZVPD.

Computed properties:
Frontier orbital gap = 7.2107 eV
Total energy = -25912.7472 eV
Relative energy (zero: lowest compared OMol25 entry of this formula, charge and spin) = 58.67 kcal/mol
E_HOMO = -0.321 Eh

Cartesian coordinates (Å):
C: -1.2928 -0.5773 1.4307
C: -0.4299 -0.5168 0.1521
S: -0.4947 -1.7283 -0.9759
C: 0.6662 0.4494 -0.0103
C: 0.9013 0.7944 -1.5274
S: 1.5786 0.8052 1.3019
H: -2.1223 -1.2622 1.2097
H: -0.3319 -1.0422 2.0655
H: -1.6570 0.4219 1.9125
H: -0.0888 0.8482 -2.2756
H: 1.5861 1.8531 -1.3745
H: 1.6853 -0.0454 -1.9089

Forces on atoms 1 to 2 (eV/Å):
2.617 0.315 0.522
-1.306 -1.051 -0.022

Which formula does entry 2 have?
C12H11F2NTi

Number 3 is which compound?
C13H28NO5P

Which of these has the highest total energy?
C4H6S2